[1]
Below is a 4-piece molecular cluster, C20H39N4O8 overall, with properties calculated with ωB97M-V/def2-TZVPD.

```
71
Properties=species:S:1:pos:R:3:mulliken_charge:R:1
C 2.96622 1.00681 3.24605 -0.684
C 2.16227 0.27633 2.21189 0.720
N 1.55840 0.96993 1.33361 -0.804
C 1.99204 -1.22861 2.29001 -0.672
C 3.10210 -2.00001 2.90604 0.618
C 3.03421 -2.92862 3.86920 0.205
C 1.78446 -3.36556 4.61516 0.391
O 1.90066 -3.40586 5.84958 -0.721
O 0.77064 -3.50573 3.87851 -0.732
C 4.40230 -3.41380 4.12461 0.240
O 4.83221 -4.24883 4.82479 -0.497
O 5.27989 -2.69392 3.26828 -0.366
C 4.52169 -1.87977 2.49762 0.319
O 4.95127 -1.24224 1.58138 -0.588
H 3.83421 0.46621 3.60363 0.375
H 3.28744 1.94376 2.80240 0.338
H 2.32101 1.21636 4.09043 -0.234
H 1.02074 0.35895 0.71942 0.223
H 1.78523 -1.62164 1.29427 0.445
H 1.09407 -1.43279 2.87432 0.443
C -1.64334 3.74047 7.18001 -1.410
C -1.61722 3.86727 5.65956 0.389
C -1.17829 2.59147 4.92797 -0.808
O 0.20573 2.32579 4.97212 -0.327
C 0.66268 1.70868 6.16369 -0.718
N -0.79908 5.02743 5.29143 -0.765
H -0.64380 3.80067 7.60858 0.288
H -2.22682 4.55361 7.61236 0.344
H -2.09357 2.79613 7.49153 0.349
H -2.64204 4.07120 5.33383 0.402
H -1.40907 2.71733 3.86669 0.344
H -1.74494 1.71861 5.27949 0.424
H -0.08309 1.02627 6.57974 0.305
H 0.93813 2.45824 6.91074 0.178
H 1.55600 1.13571 5.92674 0.345
H -0.87893 5.18803 4.29153 0.277
H 0.17520 4.76985 5.42604 0.334
C -0.91023 0.19431 -3.56790 -1.481
C -0.89149 1.17956 -2.40223 0.509
C -1.09769 2.64320 -2.81594 -0.760
O 0.02010 3.25971 -3.42563 -0.397
C 0.19490 2.97904 -4.79811 -0.643
N 0.33770 0.97923 -1.63170 -0.607
H 0.02883 0.19706 -4.12162 0.186
H -1.05649 -0.81945 -3.20313 0.338
H -1.72182 0.41857 -4.26552 0.313
H -1.73172 0.92384 -1.74918 0.399
H -1.28817 3.22694 -1.91198 0.361
H -1.98141 2.74716 -3.46222 0.445
H -0.76682 2.88086 -5.31214 0.287
H 0.78321 2.07138 -4.95400 0.229
H 0.74153 3.81451 -5.23616 0.260
H 0.30374 1.54448 -0.78724 0.334
H 1.10828 1.37721 -2.16189 0.236
C -2.81690 -4.23467 -7.41019 -1.427
C -2.21634 -2.83781 -7.28297 0.356
C -1.02348 -2.75190 -6.32136 -0.754
O -1.35888 -2.78340 -4.95194 -0.226
C -1.59387 -4.06831 -4.40565 -0.763
N -3.28009 -1.89105 -6.93427 -0.731
H -3.44551 -4.48466 -6.55641 0.288
H -3.44625 -4.29051 -8.29815 0.362
H -2.03839 -4.99500 -7.49759 0.342
H -1.83693 -2.55628 -8.27013 0.381
H -0.53978 -1.78285 -6.47417 0.339
H -0.27586 -3.52462 -6.54802 0.411
H -0.94667 -4.82175 -4.86385 0.328
H -2.63889 -4.36842 -4.51545 0.262
H -1.36945 -4.01556 -3.34111 0.253
H -2.91219 -0.94470 -6.97081 0.271
H -3.51156 -2.03384 -5.95454 0.329
```

Highest occupied orbital energy, eV: -5.412
Total charge: -1
Electronic energy, eV: -43713.5227
Relative energy (zero: lowest compared OMol25 entry of this formula, charge and spin), kcal/mol: 53.6
E_LUMO, Eh: 0.075

[2]
Below is a 3-piece molecular cluster, C20H40B2BrN2O12 overall, with properties calculated with ωB97M-V/def2-TZVPD.

```
77
Properties=species:S:1:pos:R:3:mulliken_charge:R:1
C 3.22128 -3.39116 0.40319 -0.497
O 2.46029 -3.54837 -0.85934 -0.511
B 1.11495 -3.13010 -0.46808 0.813
O 0.65110 -1.89459 -1.01977 -0.510
O 0.40451 -3.97175 0.47333 -0.271
C -0.66159 -4.69407 -0.16997 0.205
O -0.69703 -5.94374 -0.23443 -0.457
C -1.83808 -3.74618 -0.76319 0.474
C -2.32174 -3.79203 -2.23449 -0.544
C -3.43816 -2.75247 -2.62896 0.135
Br -4.11244 -2.71923 -4.47670 -0.003
N -3.93178 -1.82877 -1.64193 0.141
B -4.98476 -0.80224 -2.08184 0.589
O -6.25483 -0.92761 -1.41373 -0.492
O -4.76609 0.20870 -3.06790 -0.303
C -3.49035 0.89090 -2.91192 -0.467
C -3.53337 -1.76484 -0.25481 -0.242
C -2.44191 -2.72547 0.27768 0.137
N -2.01534 -2.63553 1.69040 -0.496
H 2.91134 -2.42643 0.96936 0.221
H 2.93919 -4.26531 1.08350 0.226
H 4.35321 -3.42882 0.23717 0.168
H 1.37970 -1.36160 -1.40536 0.325
H -1.87505 -4.54272 -2.96513 0.418
H -6.73521 -0.06881 -1.41896 0.351
H -3.58268 2.02115 -2.71881 0.148
H -2.91686 0.78469 -3.91373 0.267
H -2.80986 0.47371 -2.09376 0.224
H -3.99528 -1.00451 0.47129 0.329
H -2.80468 -3.07039 2.21895 0.340
H -2.01998 -1.65193 2.02233 0.316
C 10.26505 -0.02512 3.44090 -0.766
O 9.68748 -1.31687 3.44910 -0.258
C 8.32523 -1.29204 3.86215 -0.600
C 7.62321 -2.58149 3.45083 -0.422
O 7.21853 -2.58142 2.07988 -0.408
C 8.26623 -2.76399 1.12472 -0.430
C 8.78098 -4.19683 1.07028 -0.579
O 9.71528 -4.42796 2.11934 -0.256
C 9.92057 -5.80921 2.35648 -0.763
H 10.23068 0.42294 4.44076 0.313
H 11.30650 -0.11916 3.13152 0.236
H 9.74933 0.61910 2.72108 0.321
H 7.80903 -0.43349 3.41676 0.347
H 8.30913 -1.19825 4.95458 0.430
H 6.69553 -2.65781 4.02570 0.386
H 8.21868 -3.46417 3.68709 0.209
H 9.07448 -2.04581 1.28432 0.195
H 7.81690 -2.52956 0.15583 0.400
H 9.29685 -4.36926 0.11850 0.444
H 7.93894 -4.89306 1.15568 0.338
H 8.98903 -6.28147 2.68509 0.319
H 10.65928 -5.91274 3.15253 0.237
H 10.29802 -6.30445 1.45574 0.312
C -7.39395 3.12272 -2.99781 -0.528
O -7.03250 4.01859 -1.96474 -0.276
C -5.63206 4.00906 -1.71337 -0.242
C -5.22274 5.25652 -0.93735 -0.595
O -5.07489 6.40482 -1.77134 -0.480
C -6.29143 7.00265 -2.22649 -0.367
C -7.02114 7.77440 -1.13478 -0.582
O -7.77858 6.88426 -0.32014 -0.246
C -8.14790 7.47408 0.91393 -0.772
H -7.11080 2.09466 -2.73881 0.016
H -8.47573 3.16941 -3.12694 0.279
H -6.92217 3.41691 -3.94087 0.321
H -5.07722 3.96476 -2.65828 0.295
H -5.40655 3.11486 -1.11719 0.304
H -4.23013 5.07822 -0.51271 0.399
H -5.89579 5.45752 -0.10279 0.215
H -6.93860 6.26382 -2.70584 0.160
H -5.99100 7.71419 -2.99984 0.389
H -7.71817 8.48818 -1.58852 0.447
H -6.29448 8.31945 -0.52216 0.353
H -7.25647 7.72024 1.49990 0.323
H -8.74026 6.74964 1.47484 0.234
H -8.75091 8.37269 0.74801 0.315
```

Highest occupied orbital energy, eV: -10.552
Total charge: +1
Electronic energy, eV: -120325.0157
E_LUMO, Eh: -0.190

[3]
Below is C20H40BBr6F10NO3PS2 as an isolated structure, with properties calculated with ωB97M-V/def2-TZVPD.

```
84
Properties=species:S:1:pos:R:3:mulliken_charge:R:1
C 2.80813 1.21721 3.62024 -1.446
C 1.65626 1.88791 2.83157 -0.508
O 1.30051 0.97172 1.81709 0.098
C -0.10694 0.91679 1.50507 -2.098
P -0.49875 0.62549 -0.38843 0.985
C -1.58826 -0.93338 -0.05473 -0.721
C -3.09979 -0.83419 -0.28846 0.177
C -3.72173 -2.25119 -0.15651 -0.965
S -3.67448 -3.18630 -1.71580 -0.275
C 1.07527 -0.49435 -0.63254 -1.635
C 1.27961 -1.69089 0.31553 -1.076
C 2.75944 -1.84925 0.71548 -0.439
C 3.59172 -2.58278 -0.36435 -1.437
C 4.59533 -1.77556 -1.17197 1.188
F 5.35353 -2.65040 -1.88852 -0.344
F 3.91119 -1.04436 -2.09055 -0.252
C 5.43596 -0.75620 -0.34604 0.308
F 5.65177 -1.18377 0.90134 -0.314
F 4.71268 0.36229 -0.24364 -0.207
S 7.12015 -0.25006 -1.08587 1.421
F 6.73157 1.28519 -1.13182 -0.294
F 7.71710 -0.00566 0.37154 -0.323
F 7.61628 -1.74957 -1.01574 -0.300
F 6.58299 -0.40377 -2.55706 -0.287
F 8.54011 0.13411 -1.67847 -0.301
C -2.03158 1.91811 -0.18193 -1.042
C -2.77160 2.20653 -1.41123 0.170
O -3.95881 2.01567 -1.57630 -0.656
F -2.07725 2.78057 -2.41164 -0.244
B 0.64647 2.12951 -1.00074 1.222
N 1.16204 3.24403 -0.24901 -0.297
O 1.06754 2.10162 -2.35326 -0.810
H 3.75566 1.51251 3.16764 0.301
H 2.83085 1.50179 4.67003 0.424
H 2.74208 0.14040 3.49382 0.366
H 0.84713 2.09047 3.53271 0.542
H 2.07209 2.79403 2.39259 0.437
H -0.56843 0.16760 2.16324 0.368
H -0.53771 1.87596 1.81708 0.706
H -0.83525 0.43444 -1.81715 -0.113
H -1.25412 -1.66734 -0.79632 -0.076
H -1.44035 -1.41210 0.91894 0.284
H -3.62861 -0.21754 0.43354 0.342
H -3.26377 -0.54929 -1.32256 -0.250
H -3.24150 -2.79091 0.65506 0.513
H -4.78019 -2.13471 0.08249 0.395
H -2.36652 -3.14368 -2.01090 0.132
H 1.96403 0.13824 -0.58331 0.312
H 1.03557 -0.87835 -1.65361 0.621
H 0.73288 -1.62513 1.25538 0.385
H 0.94909 -2.60189 -0.18847 0.688
H 2.74206 -2.51294 1.58532 0.369
H 3.17047 -0.91093 1.06874 0.218
H 4.10085 -3.43583 0.07956 0.353
H 2.89899 -2.97506 -1.10524 0.466
H -1.58222 2.88887 0.06192 0.652
H -2.71757 1.73554 0.64111 0.715
H 0.63739 3.49081 0.57950 0.028
H 1.15952 4.06912 -0.84207 0.201
H 2.02232 1.96456 -2.31937 0.269
Br -5.76819 -3.79176 1.99589 -0.134
C -5.41430 -5.18831 0.68987 -0.487
C -5.59055 -6.55966 1.28311 -0.601
Br -4.08854 -7.05532 2.41861 -0.158
H -4.41420 -5.01408 0.30701 0.259
H -6.13528 -5.02436 -0.10789 0.379
H -5.61537 -7.31140 0.49723 0.372
H -6.48402 -6.64359 1.89299 0.385
Br 1.88217 6.43810 1.92896 -0.138
C 0.77091 6.29996 3.51508 -0.596
C 1.60985 6.06299 4.73828 -0.575
Br 2.23348 4.22145 4.87207 -0.071
H 0.04707 5.51043 3.33656 0.342
H 0.25484 7.25485 3.58836 0.371
H 1.02460 6.22412 5.64142 0.337
H 2.49086 6.69591 4.76119 0.362
Br -4.03164 0.73902 -3.70699 0.032
C -4.56836 -0.33541 -5.24743 -0.680
C -5.81778 0.20646 -5.88833 -0.565
Br -7.41315 -0.22910 -4.85369 -0.172
H -4.68355 -1.35838 -4.89935 0.317
H -3.73736 -0.28444 -5.95034 0.356
H -5.98320 -0.24791 -6.86351 0.366
H -5.79942 1.28668 -5.99197 0.350
```

Highest occupied orbital energy, eV: -3.651
Total charge: -1
Electronic energy, eV: -508085.5599
E_LUMO, Eh: 0.073